No. 1
{
  "formula": "C3H13N2O",
  "method": "ωB97M-V with the def2-TZVPD basis set",
  "elements": ["C", "C", "C", "N", "N", "H", "H", "H", "H", "H", "H", "H", "H", "H", "H", "H", "H", "H", "O"],
  "positions_angstrom": [[0.66794, -1.31395, -0.50539], [1.42629, 0.08403, -0.47782], [1.43329, 0.57050, 1.09457], [0.16993, 1.32772, 1.46254], [-0.69433, -1.09963, 0.09262], [1.14567, -2.09838, 0.11790], [0.65619, -1.85280, -1.52961], [0.82570, 0.96814, -0.91401], [2.43816, 0.06287, -0.88130], [1.65612, -0.22869, 1.74485], [2.09274, 1.45561, 0.97046], [0.43275, 2.28623, 1.56695], [-0.25885, 1.28332, 2.34380], [-1.02406, -1.78492, 0.81328], [-0.64344, -0.30621, 0.82566], [-1.50411, -0.86412, -0.48235], [-2.99043, 1.34493, -1.91976], [-3.20764, -0.21572, -2.46153], [-2.62192, 0.38107, -1.86086]],
  "atomic_forces_ev_per_a": [[0.731, -0.138, -1.671], [-2.578, 0.298, 2.222], [-0.557, 2.664, -2.737], [0.629, 0.063, -1.515], [0.212, 1.270, 1.901], [-0.017, 0.829, 0.073], [-0.559, 1.311, 1.476], [0.846, -1.798, -0.033], [-0.100, -0.185, 0.100], [0.682, -0.546, 0.908], [0.798, -1.253, 0.933], [0.297, 0.905, -0.873], [-0.444, -1.805, 1.685], [0.043, -1.265, -0.233], [-0.023, -0.387, -1.504], [-0.031, 0.142, -0.801], [0.776, -2.718, 0.019], [1.319, 1.786, 1.496], [-2.022, 0.826, -1.445]],
  "s_squared": 0.750,
  "mol_weight_g_mol": 93.1,
  "homo_lumo_gap_ev": [3.6053, 10.3109],
  "multiplicity": 2
}


No. 2
{
  "formula": "C3H13N2O",
  "method": "ωB97M-V with the def2-TZVPD basis set",
  "elements": ["C", "C", "C", "N", "N", "H", "H", "H", "H", "H", "H", "H", "H", "H", "H", "H", "H", "H", "O"],
  "positions_angstrom": [[1.15962, 0.00195, 0.51201], [0.28753, 1.04869, 1.22817], [-0.72094, 1.71719, 0.29147], [-0.14650, 1.92742, -1.05973], [0.42520, -0.71830, -0.55446], [1.98307, 0.53526, 0.03520], [1.60027, -0.69497, 1.21573], [0.99306, 1.74265, 1.66774], [-0.28558, 0.57468, 2.03193], [-1.01392, 2.67822, 0.69594], [-1.60826, 1.10103, 0.16420], [0.52392, 2.69037, -1.05221], [0.07821, 0.01482, -1.20092], [-0.89742, 2.25611, -1.65819], [1.04136, -1.39477, -1.00588], [-0.28085, -1.34302, -0.13687], [-1.08134, -3.76561, 0.55807], [-0.94917, -3.72011, -0.95841], [-0.84489, -3.17653, -0.16733]],
  "atomic_forces_ev_per_a": [[0.485, 1.027, 0.325], [-0.407, -0.930, -0.278], [0.689, 0.550, -0.378], [-0.322, -0.106, -0.086], [0.261, -0.915, 0.702], [-0.055, -0.207, -0.163], [-0.099, -0.254, -0.012], [-0.084, 0.308, 0.159], [0.209, 0.131, 0.057], [-0.356, 0.022, 0.396], [-0.084, -0.047, 0.122], [0.104, -0.140, 0.061], [-0.088, 0.041, -0.111], [0.066, -0.030, -0.138], [0.072, 0.308, -0.322], [-0.365, 0.249, -0.381], [-0.007, 0.065, 0.064], [-0.036, 0.079, 0.029], [0.014, -0.151, -0.045]],
  "total_charge": 1,
  "mol_weight_g_mol": 93.1,
  "homo_lumo_gap_ev": 11.0930
}


No. 3
{
  "formula": "C3H13N2O",
  "method": "ωB97M-V with the def2-TZVPD basis set",
  "elements": ["N", "C", "C", "C", "N", "H", "H", "H", "H", "H", "H", "H", "H", "H", "H", "H", "H", "H", "O"],
  "positions_angstrom": [[-0.60098, -0.38701, -1.21465], [-0.30788, -0.55757, 0.27034], [-1.62464, -0.59107, 1.04180], [0.72635, 0.45999, 0.79681], [1.37472, -0.12317, 1.93659], [-0.49163, -1.28938, -1.66648], [0.04110, 0.31238, -1.68339], [-1.57352, -0.12577, -1.30083], [0.11340, -1.54390, 0.40662], [-2.20050, 0.32326, 0.86499], [-1.39765, -0.65351, 2.11633], [-2.13121, -1.53952, 0.90800], [1.38476, 0.58387, -0.06118], [0.13766, 1.37537, 0.98396], [1.90847, 0.55710, 2.44864], [0.75181, -0.56973, 2.58760], [1.08430, 1.18948, -3.57753], [1.70530, 1.60351, -2.22114], [1.10014, 0.97567, -2.63650]],
  "atomic_forces_ev_per_a": [[0.184, -0.122, 0.989], [-0.284, -0.462, 0.820], [0.796, 0.140, 0.702], [-1.813, -0.546, -0.756], [0.547, 0.077, -0.226], [0.074, -0.013, -0.269], [-0.406, -0.422, -0.155], [-0.279, 0.285, -0.313], [0.476, -0.229, -0.333], [-0.285, -0.376, 0.036], [0.054, 0.425, -0.227], [-0.592, 0.144, -0.614], [0.643, 0.395, 0.392], [0.516, 0.169, -0.029], [0.234, 0.133, 0.134], [-0.295, 0.000, 0.076], [-0.012, -0.001, 0.030], [0.047, 0.006, -0.185], [0.396, 0.395, -0.073]],
  "total_charge": 1,
  "mol_weight_g_mol": 93.1,
  "homo_lumo_gap_ev": 10.0698
}


No. 4
{
  "formula": "C3H13N2O",
  "method": "ωB97M-V with the def2-TZVPD basis set",
  "elements": ["C", "C", "C", "N", "N", "H", "H", "H", "H", "H", "H", "H", "H", "H", "H", "H", "H", "H", "O"],
  "positions_angstrom": [[-0.60018, 1.45874, -0.13877], [-1.03989, 0.12627, -0.76087], [-0.71402, -1.13041, 0.03217], [-0.75153, -0.92213, 1.53455], [0.62813, 1.29792, 0.67925], [-1.37616, 1.78785, 0.56453], [-0.58124, 2.26039, -0.87444], [-2.11289, 0.29068, -0.87776], [-0.73016, -0.02316, -1.79560], [-1.44692, -1.88934, -0.22645], [0.31566, -1.40335, -0.19454], [0.11527, -1.21808, 1.96427], [-1.48871, -1.48689, 1.96157], [-0.72494, 0.09477, 1.72003], [0.96554, 2.22268, 0.93724], [1.38306, 0.96211, 0.07355], [3.28374, -1.05605, -1.01004], [2.46939, -0.48271, -2.22687], [2.40585, -0.88928, -1.36182]],
  "atomic_forces_ev_per_a": [[0.218, -0.181, 0.697], [-1.034, 0.971, -0.067], [0.406, 0.420, -0.366], [-0.069, -0.053, -0.137], [0.405, 0.395, -0.855], [-0.029, -0.110, -0.052], [0.288, -0.103, -0.277], [-0.220, -0.542, 0.093], [0.548, -0.003, 0.170], [0.354, -0.311, 0.115], [-0.214, -0.382, -0.102], [0.387, -0.310, -0.040], [-0.169, 0.670, 0.132], [-0.385, -0.228, 0.171], [-0.204, -0.073, 0.331], [-0.209, -0.232, 0.117], [0.188, 0.093, -0.355], [0.430, -0.025, -0.145], [-0.690, 0.004, 0.569]],
  "total_charge": 1,
  "mol_weight_g_mol": 93.1,
  "homo_lumo_gap_ev": 10.8619
}


No. 5
{
  "formula": "C3H13N2O",
  "method": "ωB97M-V with the def2-TZVPD basis set",
  "elements": ["N", "C", "C", "C", "N", "H", "H", "H", "H", "H", "H", "H", "H", "H", "H", "H", "H", "H", "O"],
  "positions_angstrom": [[1.15572, 0.26577, -0.57428], [-0.37535, 0.30603, -0.69881], [-0.91277, 1.45222, 0.14789], [-0.91384, -1.06635, -0.27142], [-2.12626, -1.34052, -1.01183], [1.50256, -0.53705, -1.10872], [1.46739, 0.17908, 0.41007], [1.57597, 1.11720, -0.95132], [-0.53684, 0.43046, -1.76528], [-0.31725, 1.56251, 1.05136], [-1.95929, 1.27241, 0.37796], [-0.83032, 2.40726, -0.36512], [-0.18217, -1.85909, -0.48322], [-1.02458, -1.05149, 0.82830], [-2.40427, -2.30803, -0.90998], [-2.90903, -0.81771, -0.63523], [2.52314, -0.36970, 2.59394], [3.11436, 0.98452, 2.21072], [2.51620, 0.29706, 1.89305]],
  "atomic_forces_ev_per_a": [[-0.496, -0.079, -0.122], [0.601, -0.297, 0.183], [0.399, 0.120, -0.551], [0.289, 0.074, 0.371], [-0.320, -0.069, 0.170], [0.101, 0.247, 0.138], [0.187, 0.041, -0.006], [-0.006, -0.081, 0.015], [-0.288, 0.056, -0.056], [-0.232, -0.231, 0.354], [0.009, 0.073, 0.152], [-0.124, 0.060, -0.165], [-0.145, 0.166, -0.158], [-0.048, -0.063, -0.171], [0.140, -0.120, -0.095], [0.012, 0.154, -0.067], [-0.035, 0.070, -0.140], [-0.046, 0.027, -0.098], [0.001, -0.148, 0.244]],
  "total_charge": 1,
  "mol_weight_g_mol": 93.1,
  "homo_lumo_gap_ev": 10.2050
}


No. 6
{
  "formula": "C3H13N2PS",
  "method": "ωB97M-V with the def2-TZVPD basis set",
  "elements": ["C", "C", "C", "N", "N", "P", "S", "H", "H", "H", "H", "H", "H", "H", "H", "H", "H", "H", "H", "H"],
  "positions_angstrom": [[-1.76801, -0.54790, 0.86685], [1.27367, -0.24393, 1.38384], [0.66199, 1.28481, -2.96476], [-2.40532, 0.74448, 1.35957], [1.68925, -1.68372, 1.20396], [-0.08640, 0.08993, 0.14318], [1.67208, 1.84859, -4.25416], [-2.28031, -0.90983, -0.07283], [-1.72868, -1.37916, 1.52727], [1.03229, -0.01737, 2.33988], [1.94615, 0.51626, 1.05789], [0.88277, 1.81136, -2.05458], [-0.25133, 0.70470, -3.27432], [-2.51055, 1.50978, 0.69952], [-1.82329, 1.24776, 1.98716], [-3.32026, 0.53747, 1.64593], [1.84966, -1.89797, 0.24621], [2.60266, -2.00572, 1.61597], [1.14798, -2.44411, 1.68755], [1.41564, 0.83457, -5.14414]],
  "atomic_forces_ev_per_a": [[1.797, 1.329, -3.382], [-1.777, -0.784, -3.017], [0.712, 1.107, -3.753], [-0.008, -0.884, -1.062], [2.441, -1.664, 2.691], [-0.442, -0.088, -0.134], [-1.129, -1.898, 2.002], [0.071, 0.685, 1.223], [-0.367, -0.037, 1.263], [-0.603, 0.082, 3.186], [1.437, -0.254, -0.277], [-0.589, -0.103, 0.544], [1.262, 0.206, 1.031], [0.124, -0.497, -1.327], [0.640, -0.097, 1.769], [-1.819, 0.005, 1.471], [-0.688, -0.249, -1.383], [-0.111, 1.212, -0.020], [-0.640, 1.253, -0.988], [-0.313, 0.676, 0.163]],
  "total_charge": 2,
  "mol_weight_g_mol": 140.2,
  "homo_lumo_gap_ev": [4.4962, 4.4953]
}


Relative energy (zero: lowest compared OMol25 entry of this formula, charge and spin) for the records above, in order: 176.8; 16.1; 71.3; 72.3; 37.2; 368.8 kJ/mol